(1)
DFT (wB97M-V/def2-TZVPD) results for the molecule C6H15NO2.

Results
LUMO, eV: 0.80
SMILES: COC(C)(C)[C@](C)(N)O
Highest occupied orbital energy, eV: -9.44
HOMO-LUMO gap, eV: 10.24

Structure (ORCA input):
```
! wB97M-V def2-TZVPD RIJCOSX def2/J DEFGRID3
* xyz 0 1
C 1.014 -0.280 -2.162
O 0.794 0.716 -1.180
C -0.332 0.573 -0.225
C -1.664 0.291 -0.942
C -0.460 1.983 0.393
C 0.022 -0.492 0.876
C 1.573 -0.376 1.271
N -0.200 -1.879 0.514
O -0.762 -0.266 2.031
H 1.262 -1.245 -1.716
H 1.869 0.026 -2.774
H 0.157 -0.371 -2.834
H -1.669 -0.677 -1.451
H -1.860 1.048 -1.708
H -2.501 0.283 -0.235
H -0.479 2.748 -0.391
H -1.371 2.087 0.992
H 0.389 2.226 1.039
H 2.251 -0.839 0.547
H 1.848 0.669 1.424
H 1.722 -0.892 2.225
H -1.177 -2.017 0.267
H -0.033 -2.501 1.299
H -0.393 -0.816 2.740
*
```


(2)
DFT (wB97M-V/def2-TZVPD) results for a cluster of 2 separate species, C6H15NO2 in total.

Results
LUMO, eV: 0.70
Highest occupied orbital energy, eV: -6.97
HOMO-LUMO gap, eV: 7.66

Structure (ORCA input):
```
! wB97M-V def2-TZVPD RIJCOSX def2/J DEFGRID3
* xyz 0 1
C -0.889 -0.499 -0.465
C -0.535 -1.909 -0.879
C -1.993 -0.512 0.590
O -1.317 0.281 -1.610
H -2.068 -0.159 -2.041
H -0.211 0.822 0.253
H -1.673 -1.059 1.482
H -1.426 -2.472 -1.206
H 0.175 -1.914 -1.708
H -0.081 -2.457 -0.050
H -2.290 0.497 0.894
H -2.902 -1.011 0.212
C 0.736 1.328 2.155
C 1.740 0.467 -1.443
N 0.682 1.355 0.686
C 1.399 0.117 -0.026
O 1.934 -0.697 0.678
H 0.951 2.250 0.283
H 0.337 0.375 2.491
H 1.762 1.417 2.508
H 0.128 2.140 2.551
H 0.901 0.919 -1.969
H 2.592 1.159 -1.424
H 2.049 -0.438 -1.961
*
```


(3)
DFT (wB97M-V/def2-TZVPD) results for a cluster of 2 separate species, C6H15NO2 in total.

Results
LUMO, eV: 0.78
SMILES: CCC(C)C.NC(=O)O
Highest occupied orbital energy, eV: -10.39
HOMO-LUMO gap, eV: 11.17

Structure (ORCA input):
```
! wB97M-V def2-TZVPD RIJCOSX def2/J DEFGRID3
* xyz 0 1
C 2.302 -0.686 0.271
C 0.851 -0.990 0.635
C 0.105 0.165 1.435
C 0.145 1.541 0.781
C -1.338 -0.257 1.685
H 2.793 -1.585 -0.095
H 2.383 0.081 -0.495
H 2.847 -0.337 1.149
H 0.285 -1.392 -0.205
H 0.853 -1.833 1.331
H 0.636 0.227 2.392
H -0.187 2.303 1.493
H -0.545 1.579 -0.064
H 1.144 1.807 0.449
H -1.379 -1.209 2.209
H -1.868 -0.354 0.741
H -1.847 0.487 2.295
N -0.022 0.222 -2.143
C -1.271 0.040 -2.597
O -1.601 0.006 -3.757
O -2.169 -0.088 -1.580
H 0.694 0.361 -2.835
H 0.231 0.146 -1.130
H -3.043 -0.233 -1.966
*
```


(4)
DFT (wB97M-V/def2-TZVPD) results for a structure of composition C6H15NO2Rb.

Results
LUMO, eV: -3.51
Highest occupied orbital energy, eV: -12.69
HOMO-LUMO gap, eV: 9.18

Structure (ORCA input):
```
! wB97M-V def2-TZVPD RIJCOSX def2/J DEFGRID3
* xyz 1 1
Rb -1.028 -1.455 1.996
C 2.362 -3.141 -2.526
O 1.420 -2.091 -2.520
C 1.177 -1.537 -1.270
C 0.302 -0.256 -1.440
N 0.016 0.314 -0.161
C -1.012 1.351 -0.191
C -1.244 2.071 1.145
O -1.998 1.386 2.113
C -1.850 1.934 3.393
H 2.159 -3.899 -1.770
H 3.332 -2.691 -2.312
H 2.489 -3.530 -3.536
H 2.128 -1.300 -0.793
H 0.720 -2.270 -0.606
H -0.624 -0.593 -1.906
H 0.877 0.465 -2.021
H 0.857 0.747 0.193
H -1.949 0.922 -0.544
H -0.695 2.092 -0.925
H -1.653 3.064 0.958
H -0.247 2.210 1.563
H -2.344 1.237 4.069
H -2.375 2.889 3.381
H -0.817 2.080 3.711
*
```


How do the records compare in max |F|? In the order shown, they have 0.046 0.009 0.040 0.039 Eh/bohr.
How do the records compare in E_tot? In the order shown, they have -442.8248 -442.7287 -442.8772 -466.6926 Ha.
How do the records compare in energy relative to the best compared isomer or geometry (same formula, charge and spin)? In the order shown, they have 35.4 95.7 2.5 15.0 kcal per mole.